one.
{"formula": "C5H13N", "method": "the ωB97M-V functional and the def2-TZVPD basis", "elements": ["N", "C", "C", "C", "C", "C", "H", "H", "H", "H", "H", "H", "H", "H", "H", "H", "H", "H", "H"], "positions_angstrom": [[-0.76, -0.34, 0.33], [1.80, -0.97, 0.48], [-2.65, 1.01, -0.14], [2.16, 0.45, 0.89], [-1.37, 0.41, -0.73], [0.65, -0.98, -0.50], [0.74, -0.27, -1.32], [-3.20, 1.67, -0.81], [2.92, 0.51, 1.65], [-3.29, 0.14, 0.01], [-0.51, -1.28, 0.16], [1.55, -1.49, 1.39], [-0.70, 1.19, -1.12], [1.31, 0.94, 1.35], [2.66, -1.47, 0.03], [-1.68, -0.02, -1.70], [-2.56, 1.44, 0.86], [2.44, 1.07, 0.02], [0.49, -2.01, -0.84]], "nbo_charge": [-0.63, -0.42, -0.61, -0.61, -0.25, -0.27, 0.21, 0.21, 0.21, 0.20, 0.37, 0.21, 0.16, 0.23, 0.21, 0.17, 0.21, 0.20, 0.20], "mol_weight_g_mol": 87.166, "lumo_ev": 1.13, "total_charge": 0, "homo_lumo_gap_ev": 10.266, "e_homo_ev": -9.1}

***

two.
{"formula": "C5H13N", "method": "the ωB97M-V functional and the def2-TZVPD basis", "elements": ["N", "C", "C", "C", "C", "C", "H", "H", "H", "H", "H", "H", "H", "H", "H", "H", "H", "H", "H"], "positions_angstrom": [[-1.24, -2.31, -2.01], [1.11, 2.67, 1.31], [1.68, 0.42, 0.28], [-2.02, -2.46, -0.86], [-1.67, -2.01, 0.33], [0.72, 1.61, 0.31], [-3.04, -2.74, -1.11], [1.18, -0.38, -0.30], [-2.38, -2.12, 1.15], [1.96, 3.22, 0.89], [1.74, -0.08, 1.24], [-1.66, -2.39, -2.92], [2.58, 0.75, -0.23], [1.58, 2.31, 2.23], [-0.33, 1.28, 0.32], [-0.91, -1.26, 0.48], [-0.29, -2.01, -2.04], [0.32, 3.37, 1.58], [0.67, 2.14, -0.66]], "nbo_charge": [-0.83, -0.61, -0.61, 0.02, -0.54, -0.41, 0.19, 0.20, 0.20, 0.20, 0.21, 0.38, 0.21, 0.20, 0.20, 0.19, 0.39, 0.21, 0.19], "mol_weight_g_mol": 87.166, "lumo_ev": 1.07, "total_charge": 0, "homo_lumo_gap_ev": 9.154, "smiles": "C=CN.CCC", "e_homo_ev": -8.1}

***

three.
{"formula": "C5H13N", "method": "the ωB97M-V functional and the def2-TZVPD basis", "elements": ["N", "C", "C", "C", "C", "C", "H", "H", "H", "H", "H", "H", "H", "H", "H", "H", "H", "H", "H"], "positions_angstrom": [[0.13, 0.78, -1.11], [-0.68, -0.44, 0.70], [-0.47, -1.70, 1.57], [0.37, -0.46, -0.36], [-0.75, 0.88, 1.44], [1.25, 1.08, -2.08], [1.13, 2.13, -2.59], [1.37, 0.24, -2.79], [-1.60, 1.27, 0.90], [-0.60, 0.64, -1.85], [0.24, 1.20, 1.31], [0.17, -1.22, -1.07], [2.28, 0.97, -1.67], [0.37, -1.82, 2.30], [-0.11, -2.47, 0.84], [-1.41, -1.90, 2.15], [1.43, -0.65, -0.08], [-1.65, -0.70, 0.32], [-0.91, 0.72, 2.45]], "nbo_charge": [-0.63, -0.21, -0.62, -0.24, -0.61, -0.44, 0.21, 0.16, 0.22, 0.35, 0.22, 0.18, 0.19, 0.20, 0.20, 0.21, 0.20, 0.19, 0.20], "mol_weight_g_mol": 87.166, "lumo_ev": 1.08, "total_charge": 0, "homo_lumo_gap_ev": 9.951, "smiles": "CNCC(C)C", "e_homo_ev": -8.9}

***

Which of them is least stable? Easy: one.

***

one.
{"formula": "C5H13N", "method": "the ωB97M-V functional and the def2-TZVPD basis", "elements": ["N", "C", "C", "C", "C", "C", "H", "H", "H", "H", "H", "H", "H", "H", "H", "H", "H", "H", "H"], "positions_angstrom": [[0.02, -0.14, -0.44], [0.75, 0.71, 0.50], [-1.46, -0.02, -0.30], [2.03, -0.01, 0.98], [0.50, 0.06, -1.80], [-1.89, -0.65, 1.03], [0.75, 1.09, -2.08], [2.64, 0.64, 1.61], [2.61, -0.16, 0.06], [-1.87, -0.56, -1.15], [-1.63, 1.06, -0.36], [0.16, 0.94, 1.40], [-1.11, -0.61, 1.77], [-0.32, -0.28, -2.43], [-2.18, -1.66, 0.73], [-2.81, -0.20, 1.41], [1.39, -0.54, -2.02], [1.85, -0.98, 1.42], [1.04, 1.65, 0.03]], "nbo_charge": [-0.45, -0.22, -0.20, -0.61, -0.41, -0.62, 0.16, 0.20, 0.20, 0.19, 0.16, 0.19, 0.21, 0.20, 0.21, 0.21, 0.20, 0.21, 0.17], "mol_weight_g_mol": 87.166, "lumo_ev": 1.24, "total_charge": 0, "homo_lumo_gap_ev": 9.492, "smiles": "CCN(C)CC", "e_homo_ev": -8.3}

***

two.
{"formula": "C5H13N", "method": "the ωB97M-V functional and the def2-TZVPD basis", "elements": ["N", "C", "C", "C", "C", "C", "H", "H", "H", "H", "H", "H", "H", "H", "H", "H", "H", "H", "H"], "positions_angstrom": [[1.29, -0.19, -0.75], [0.51, 1.03, -0.52], [2.11, -0.69, 0.27], [-2.13, -0.45, -0.63], [-0.39, 0.83, 0.74], [-1.24, -0.47, 0.62], [-1.45, -0.66, -1.48], [2.60, 0.12, 1.21], [-3.02, -1.21, -0.67], [-1.97, -0.49, 1.43], [-0.59, -1.30, 0.60], [1.49, -1.55, 0.98], [1.81, -0.09, -1.64], [-0.98, 1.75, 1.02], [1.22, 1.90, -0.24], [0.42, 0.76, 1.53], [-2.57, 0.56, -0.80], [-0.06, 1.40, -1.36], [2.96, -1.25, -0.32]], "nbo_charge": [-0.66, -0.22, -0.41, -0.61, -0.41, -0.41, 0.21, 0.16, 0.21, 0.20, 0.21, 0.17, 0.37, 0.21, 0.16, 0.21, 0.20, 0.20, 0.22], "mol_weight_g_mol": 87.166, "lumo_ev": 1.07, "total_charge": 0, "homo_lumo_gap_ev": 9.722, "smiles": "CCCCNC", "e_homo_ev": -8.7}

***

three.
{"formula": "C5H13N", "method": "the ωB97M-V functional and the def2-TZVPD basis", "elements": ["N", "C", "C", "C", "C", "C", "H", "H", "H", "H", "H", "H", "H", "H", "H", "H", "H", "H", "H"], "positions_angstrom": [[-0.27, -0.01, -0.10], [0.45, -1.11, -0.76], [-0.18, -0.12, 1.39], [-0.25, -1.25, -2.17], [0.22, 1.28, -0.59], [-0.13, 1.12, 2.24], [1.55, -1.04, -0.74], [0.51, -1.33, -2.95], [1.31, 1.34, -0.70], [-0.82, -2.18, -2.08], [0.06, 1.43, -1.67], [0.79, -0.61, 1.59], [0.18, 0.90, 3.27], [0.39, 1.98, 1.79], [-0.92, -0.42, -2.37], [-1.11, 1.55, 2.55], [-1.04, -0.73, 1.66], [-0.09, 2.17, -0.09], [0.19, -2.01, -0.18]], "nbo_charge": [-0.44, -0.22, -0.22, -0.62, -0.44, -0.64, 0.17, 0.20, 0.16, 0.21, 0.20, 0.17, 0.22, 0.21, 0.22, 0.21, 0.20, 0.21, 0.19], "mol_weight_g_mol": 87.166, "lumo_ev": 1.16, "total_charge": 0, "homo_lumo_gap_ev": 9.501, "smiles": "CCN(C)CC", "e_homo_ev": -8.3}

***

four.
{"formula": "C5H13N", "method": "the ωB97M-V functional and the def2-TZVPD basis", "elements": ["N", "C", "C", "C", "C", "C", "H", "H", "H", "H", "H", "H", "H", "H", "H", "H", "H", "H", "H"], "positions_angstrom": [[1.93, 0.22, 0.05], [-0.51, 1.71, -0.30], [-1.32, -0.72, -0.85], [-1.64, -0.12, 0.96], [-1.60, 0.66, -0.25], [2.68, -1.04, 0.26], [0.67, 0.77, -0.12], [-0.34, 2.10, -1.29], [-0.99, -0.53, -1.86], [3.79, -0.92, 0.63], [-2.45, -1.26, -0.84], [-0.58, -1.35, -0.34], [2.61, -1.65, -0.60], [2.16, 0.74, 0.91], [-2.42, -0.79, 1.14], [-1.04, 0.22, 1.78], [-0.51, 2.47, 0.45], [2.11, -1.57, 1.11], [-2.54, 1.07, -0.81]], "nbo_charge": [-0.96, -0.71, -0.59, -0.08, -0.31, -0.41, 0.35, 0.21, 0.28, 0.18, 0.22, 0.27, 0.18, 0.32, 0.20, 0.23, 0.21, 0.14, 0.29], "mol_weight_g_mol": 87.166, "lumo_ev": -1.53, "total_charge": 0, "homo_lumo_gap_ev": 4.877, "e_homo_ev": -6.4}

***

Which of them is least stable? Easy: four.